This record from the Open Molecules 2025 dataset describes 14 unconnected molecules or ions with the total composition C42H122N14O14 in a non-equilibrium geometry. The level of theory is wB97M-V/def2-TZVPD.

Structure (ORCA input):
```
! RIJCOSX wB97M-V def2-TZVPD def2/J DEFGRID3
* xyz 0 1
C 0.251 -0.793 -4.222
O -0.141 0.374 -4.125
N -0.499 -1.865 -3.819
N 1.490 -1.067 -4.719
H -1.296 -1.689 -3.227
H 0.018 -2.723 -3.743
H 2.042 -0.241 -4.896
H 1.856 -1.978 -4.943
C -2.701 -2.200 -1.164
O -3.439 -3.178 -1.113
N -1.431 -2.172 -0.669
N -3.091 -1.021 -1.747
H -0.973 -1.278 -0.718
H -1.010 -3.040 -0.391
H -2.482 -0.214 -1.729
H -4.018 -1.030 -2.128
C 3.062 -6.687 -4.470
C 3.194 -5.335 -3.759
C 3.877 -4.273 -4.592
O 2.990 -3.742 -5.572
C 3.653 -3.187 -6.681
N 1.866 -4.843 -3.353
H 3.960 -6.886 -5.061
H 2.222 -6.697 -5.167
H 2.877 -7.491 -3.757
H 3.803 -5.419 -2.856
H 4.795 -4.656 -5.043
H 4.116 -3.444 -3.910
H 3.982 -3.954 -7.393
H 4.532 -2.571 -6.465
H 2.930 -2.541 -7.182
H 1.218 -5.623 -3.332
H 1.491 -4.267 -4.101
C 6.304 -3.534 0.155
C 5.753 -2.472 1.093
C 5.947 -1.075 0.519
O 7.310 -0.788 0.375
C 7.539 0.397 -0.350
N 4.342 -2.657 1.353
H 5.668 -3.651 -0.732
H 6.519 -4.486 0.633
H 7.213 -3.132 -0.302
H 6.373 -2.491 2.004
H 5.500 -0.362 1.237
H 5.368 -0.937 -0.407
H 8.603 0.460 -0.577
H 7.236 1.252 0.263
H 7.035 0.388 -1.323
H 4.005 -2.220 2.217
H 4.117 -3.644 1.424
C -3.715 -2.519 2.210
C -4.804 -1.688 2.845
C -5.686 -2.533 3.760
O -6.373 -3.572 3.111
C -7.399 -3.162 2.238
N -4.262 -0.507 3.553
H -3.081 -3.068 2.915
H -2.991 -1.928 1.642
H -4.187 -3.254 1.558
H -5.403 -1.298 2.017
H -6.379 -1.873 4.314
H -5.090 -3.004 4.548
H -7.885 -4.052 1.844
H -7.020 -2.560 1.410
H -8.182 -2.617 2.784
H -5.054 0.045 3.873
H -3.783 -0.786 4.406
C -6.831 5.464 1.154
C -6.174 5.470 -0.229
C -5.427 4.175 -0.354
O -4.814 4.112 -1.650
C -4.162 2.903 -1.894
N -7.298 5.590 -1.196
H -7.397 4.552 1.350
H -7.368 6.377 1.404
H -6.056 5.467 1.940
H -5.579 6.376 -0.322
H -6.173 3.368 -0.397
H -4.632 4.033 0.384
H -3.405 2.742 -1.115
H -3.652 2.894 -2.859
H -4.876 2.069 -1.958
H -6.992 5.186 -2.079
H -8.028 4.962 -0.865
C -2.736 7.402 -0.823
C -1.877 6.443 -1.658
C -1.466 5.282 -0.784
O -0.401 5.745 0.035
C 0.223 4.769 0.824
N -2.645 6.057 -2.863
H -3.487 6.839 -0.279
H -3.097 8.205 -1.461
H -1.995 7.848 -0.152
H -0.965 6.934 -2.004
H -1.198 4.376 -1.354
H -2.268 4.903 -0.119
H -0.240 3.792 0.722
H 0.151 5.073 1.876
H 1.292 4.747 0.595
H -2.213 5.217 -3.243
H -3.546 5.759 -2.491
C -1.336 -5.067 1.407
C -0.386 -4.234 2.277
C 0.377 -5.148 3.213
O 0.878 -4.420 4.310
C 1.488 -5.254 5.271
N 0.532 -3.420 1.423
H -0.781 -5.884 0.945
H -1.743 -4.432 0.625
H -2.098 -5.398 2.111
H -0.973 -3.501 2.832
H 1.168 -5.671 2.647
H -0.279 -5.970 3.541
H 0.848 -6.057 5.640
H 1.780 -4.607 6.100
H 2.439 -5.642 4.882
H 1.437 -3.875 1.397
H 0.671 -2.509 1.843
C -3.489 3.908 5.831
C -3.025 3.262 4.530
C -2.407 4.298 3.593
O -3.216 5.450 3.511
C -2.595 6.578 2.906
N -2.147 2.130 4.797
H -3.707 3.177 6.612
H -4.415 4.452 5.652
H -2.728 4.596 6.207
H -3.905 2.899 3.990
H -2.437 3.815 2.592
H -1.344 4.524 3.755
H -1.698 6.885 3.450
H -3.362 7.349 2.982
H -2.415 6.394 1.844
H -1.550 1.915 4.003
H -1.485 2.392 5.525
C 3.866 -2.220 5.480
C 2.715 -1.600 4.726
C 1.941 -0.594 5.577
O 0.802 -0.050 4.955
C -0.235 -0.961 4.662
N 3.238 -0.896 3.537
H 4.485 -1.473 5.982
H 4.541 -2.735 4.792
H 3.512 -2.975 6.183
H 2.019 -2.358 4.372
H 2.587 0.255 5.813
H 1.647 -1.032 6.546
H -1.016 -0.446 4.108
H -0.732 -1.333 5.572
H 0.153 -1.828 4.125
H 2.458 -0.506 3.013
H 3.774 -0.077 3.815
C 4.809 1.724 -7.687
C 5.415 0.739 -6.652
C 4.269 0.189 -5.820
O 3.782 1.163 -4.923
C 4.211 1.023 -3.565
N 6.090 -0.381 -7.318
H 5.568 2.041 -8.402
H 4.463 2.589 -7.119
H 4.004 1.235 -8.234
H 6.087 1.286 -5.993
H 4.538 -0.740 -5.295
H 3.431 -0.164 -6.436
H 4.177 2.038 -3.162
H 5.234 0.650 -3.524
H 3.471 0.461 -2.990
H 5.514 -0.711 -8.086
H 6.963 -0.104 -7.750
C -0.359 1.044 1.372
C 0.300 0.994 0.004
C 1.270 -0.190 -0.060
O 1.629 -0.493 -1.364
C 2.395 -1.685 -1.411
N -0.755 0.829 -1.035
H -0.599 0.059 1.776
H -1.269 1.649 1.341
H 0.285 1.563 2.095
H 0.855 1.898 -0.256
H 0.763 -1.035 0.438
H 2.102 0.036 0.628
H 3.177 -1.774 -0.653
H 2.935 -1.702 -2.362
H 1.723 -2.548 -1.388
H -0.322 0.437 -1.876
H -0.976 1.776 -1.338
O -0.829 3.179 -3.768
H -1.417 3.056 -4.517
H -0.425 2.306 -3.646
O -4.357 1.433 1.466
H -4.061 0.660 1.978
H -5.297 1.292 1.329
*
```

**F_max**: 0.0399 hartree/bohr
**E_tot**: -95056.97390 eV
**E_HOMO**: -8.68 eV
**Frontier orbital gap**: 9.076 eV

---

This record from the Open Molecules 2025 dataset describes 11 unconnected molecules or ions with the total composition C41H82O25S8 in a non-equilibrium geometry. The level of theory is wB97M-V/def2-TZVPD.

Structure (ORCA input):
```
! RIJCOSX wB97M-V def2-TZVPD def2/J DEFGRID3
* xyz 0 1
O 9.287 -23.215 14.411
S 9.092 -22.523 13.174
O 9.316 -21.080 13.040
C 9.999 -23.395 11.941
C 8.949 -24.323 11.283
C 7.636 -23.593 11.248
C 7.494 -22.879 12.591
H 10.881 -23.858 12.384
H 10.265 -22.629 11.183
H 9.329 -24.611 10.264
H 8.838 -25.196 11.955
H 6.804 -24.245 11.071
H 7.708 -22.865 10.443
H 7.016 -23.499 13.356
H 7.019 -21.928 12.517
O 14.777 -19.526 6.910
S 14.571 -18.204 7.396
O 13.956 -17.235 6.480
C 13.776 -18.041 8.981
C 14.251 -16.643 9.370
C 15.712 -16.477 8.951
C 16.124 -17.515 7.870
H 14.252 -18.779 9.626
H 12.679 -18.295 8.873
H 13.635 -15.852 8.956
H 14.233 -16.527 10.420
H 16.429 -16.633 9.766
H 15.878 -15.416 8.756
H 16.637 -18.345 8.349
H 16.654 -17.210 6.984
O 13.815 -17.759 12.585
S 12.402 -18.059 12.684
O 11.676 -17.851 11.415
C 12.188 -19.702 13.208
C 11.670 -19.559 14.648
C 10.729 -18.378 14.714
C 11.519 -17.212 14.075
H 13.146 -20.185 12.995
H 11.377 -20.184 12.696
H 11.178 -20.513 14.780
H 12.536 -19.518 15.361
H 10.439 -18.170 15.727
H 9.810 -18.623 14.163
H 12.316 -16.786 14.728
H 10.955 -16.451 13.598
O 4.810 -20.543 6.908
S 4.058 -20.157 8.101
O 3.053 -19.163 8.018
C 3.413 -21.506 9.134
C 3.980 -21.303 10.558
C 4.595 -19.931 10.685
C 5.205 -19.584 9.326
H 3.845 -22.442 8.626
H 2.293 -21.502 9.062
H 3.267 -21.505 11.339
H 4.774 -22.050 10.680
H 5.401 -19.818 11.392
H 3.836 -19.231 10.991
H 6.149 -20.165 9.315
H 5.462 -18.528 9.188
O 10.025 -12.738 11.274
S 10.363 -14.159 11.422
O 10.839 -14.606 12.683
C 8.982 -15.124 10.866
C 9.274 -15.188 9.335
C 10.756 -15.534 9.224
C 11.659 -14.710 10.217
H 8.145 -14.515 11.084
H 8.944 -16.093 11.347
H 8.660 -15.971 8.873
H 8.919 -14.267 8.869
H 11.110 -15.308 8.188
H 10.901 -16.618 9.383
H 12.075 -13.861 9.701
H 12.407 -15.274 10.773
O 14.797 -23.770 2.127
S 15.471 -22.741 2.881
O 16.429 -23.031 3.930
C 16.334 -21.614 1.811
C 16.021 -20.198 2.282
C 14.546 -20.158 2.753
C 14.240 -21.552 3.512
H 15.920 -21.765 0.803
H 17.358 -21.982 1.912
H 16.753 -19.903 3.041
H 16.181 -19.543 1.437
H 13.859 -20.021 1.869
H 14.458 -19.356 3.478
H 13.271 -21.916 3.165
H 14.342 -21.452 4.609
O 9.866 -19.693 3.134
S 9.805 -18.638 4.139
O 8.905 -18.833 5.276
C 11.456 -18.279 4.697
C 11.822 -16.873 4.201
C 10.424 -16.139 4.109
C 9.450 -17.096 3.434
H 12.101 -19.075 4.374
H 11.504 -18.328 5.786
H 12.487 -16.418 4.931
H 12.239 -16.823 3.188
H 10.454 -15.187 3.546
H 10.077 -15.869 5.140
H 9.749 -17.244 2.325
H 8.398 -16.911 3.540
O 7.973 -24.013 7.188
S 6.912 -23.008 7.014
O 6.248 -22.705 8.263
C 7.531 -21.626 6.114
C 7.086 -21.725 4.683
C 6.634 -23.171 4.463
C 5.796 -23.517 5.741
H 8.624 -21.601 6.329
H 7.146 -20.738 6.645
H 6.230 -21.016 4.615
H 7.865 -21.473 3.939
H 7.493 -23.837 4.469
H 5.966 -23.260 3.547
H 5.440 -24.516 5.850
H 4.974 -22.794 5.796
C 16.866 -19.018 12.682
O 16.311 -20.322 12.570
C 15.987 -20.655 11.355
O 16.204 -19.919 10.400
O 15.294 -21.816 11.286
C 14.724 -22.110 10.021
H 16.240 -18.334 12.130
H 17.863 -18.911 12.311
H 16.864 -18.830 13.731
H 14.580 -21.194 9.464
H 13.774 -22.641 10.184
H 15.381 -22.730 9.419
C 16.380 -24.055 7.185
O 15.158 -24.645 7.867
C 14.039 -24.192 7.460
O 13.793 -23.217 6.831
O 13.088 -25.055 7.823
C 11.784 -24.894 7.308
H 16.174 -24.038 6.110
H 17.185 -24.695 7.452
H 16.640 -23.056 7.533
H 11.764 -24.829 6.202
H 11.373 -23.951 7.584
H 11.209 -25.740 7.658
C 8.727 -19.231 10.249
O 9.299 -18.991 8.920
C 9.981 -20.108 8.576
O 10.133 -21.135 9.208
O 10.540 -19.935 7.362
C 11.229 -21.040 6.759
H 8.135 -18.287 10.527
H 9.473 -19.286 11.038
H 8.041 -20.063 10.333
H 10.978 -21.996 7.187
H 12.312 -20.878 6.888
H 11.020 -21.053 5.684
*
```

**F_max**: 0.0793 hartree/bohr
**E_tot**: -181712.86749 eV
**E_HOMO**: -10.19 eV
**Energy above the lowest of the compared OMol25 structures with the same formula, charge and spin**: 0.00 kJ/mol
**Frontier orbital gap**: 10.471 eV
**Structure (SMILES)**: O=S1(=O)CCCC1.O=S1(=O)CCCC1.O=S1(=O)CCCC1.O=S1(=O)CCCC1.O=S1(=O)CCCC1.O=S1(=O)CCCC1.O=S1(=O)CCCC1.O=S1(=O)CCCC1.COC(=O)OC.COC(=O)OC.COC(=O)OC

---

- Look up the E_HOMO of the first one.
  -8.68 eV

---

- The highest frontier orbital gap belongs to which entry?
  C41H82O25S8

---

- Among the records above, which one has the lowest E_tot?
  C41H82O25S8

---

- The highest frontier orbital gap belongs to which entry?
  C41H82O25S8